80
Properties=species:S:1:pos:R:3:mulliken_charge:R:1 method="wB97M-V/def2-TZVPD" fmax_ev_per_a=9.1 orbital_gap_ev=7.991 lumo_ev=-1.1 mol_weight_g_mol=1141.72 spin_multiplicity=1 charge=0
C 1.292 -2.106 1.072 -0.464
C 0.193 -3.310 1.108 -0.099
I 0.906 -5.244 1.962 0.001
C -1.208 -3.280 0.619 -0.028
I -2.411 -5.139 0.781 0.060
B -1.840 -1.902 -0.010 0.307
O -1.308 -1.202 -1.230 -0.120
B -2.447 -0.576 -1.938 0.376
S -3.120 -1.102 -3.611 -0.235
C -2.143 -0.360 -5.034 -0.511
C -0.851 -1.394 -5.279 0.572
O 0.355 -0.920 -4.967 -0.576
O -1.188 -2.735 -5.764 -0.295
C -0.025 -3.626 -5.855 -0.559
C 0.235 -4.534 -4.481 0.325
C -0.681 -4.074 -3.203 -0.670
O 0.127 -5.967 -4.830 -0.391
C -1.084 -6.583 -4.262 0.445
O -0.926 -7.439 -3.214 -0.521
C -2.627 -6.359 -4.803 -0.330
S -3.737 -6.407 -3.253 -0.226
O -3.153 0.557 -1.243 -0.429
B -3.051 0.178 0.194 0.525
P -2.967 1.597 1.477 0.600
O -4.455 1.896 1.951 -0.661
O -1.985 1.217 2.884 -0.444
O -2.343 3.015 0.644 -0.446
O -2.992 -1.237 0.656 -0.223
H 2.148 -2.399 0.326 0.336
H 0.877 -1.030 0.891 0.153
H 1.801 -2.079 2.151 0.077
H -1.773 0.732 -4.833 0.297
H -2.792 -0.415 -6.034 0.351
H 0.969 -3.122 -6.215 0.274
H -0.294 -4.433 -6.693 0.326
H 1.373 -4.342 -4.194 0.305
H -0.303 -2.983 -2.900 0.135
H -1.815 -3.924 -3.527 0.086
H -0.558 -4.732 -2.243 0.364
H -2.995 -7.168 -5.566 0.387
H -2.678 -5.254 -5.218 0.160
H -4.912 -5.664 -3.472 0.145
H -1.065 0.939 2.573 0.320
H -2.619 2.995 -0.321 0.322
C 4.343 -1.926 6.657 -0.713
C 3.750 -2.159 5.259 0.935
C 3.781 -0.946 4.335 0.055
F 3.080 0.101 4.829 -0.204
F 3.223 -1.247 3.132 -0.301
F 2.490 -2.655 5.386 -0.258
F 4.482 -3.158 4.672 -0.340
O 3.409 -1.625 7.698 -0.400
C 3.014 -0.257 7.789 0.729
C 1.528 -0.043 7.477 0.191
F 1.199 -0.501 6.243 -0.180
F 1.209 1.278 7.495 -0.253
F 3.832 0.492 7.012 -0.271
F 3.272 0.118 9.071 -0.295
H 4.792 -2.878 6.966 0.407
H 5.183 -1.221 6.644 0.340
H 4.808 -0.619 4.148 0.254
H 0.896 -0.559 8.206 0.232
C -0.789 8.216 -1.625 -0.687
C 0.365 8.658 -0.712 0.865
C 1.735 8.104 -1.090 0.099
F 1.775 6.751 -1.053 -0.189
F 2.683 8.538 -0.217 -0.283
F 0.050 8.367 0.578 -0.267
F 0.429 10.026 -0.777 -0.332
O -1.569 7.107 -1.167 -0.379
C -1.029 5.818 -1.456 0.684
C -0.630 5.042 -0.196 0.153
F 0.272 5.724 0.554 -0.225
F -0.047 3.856 -0.516 -0.240
F -0.012 5.953 -2.341 -0.272
F -2.010 5.147 -2.118 -0.294
H -1.500 9.050 -1.653 0.413
H -0.474 8.092 -2.668 0.321
H 2.032 8.433 -2.089 0.275
H -1.503 4.838 0.431 0.408